Here is an isolated molecule of C20H34N4O3 from the Open Molecules 2025 dataset. Energies are from ωB97M-V/def2-TZVPD.

Results
- E_tot (eV) = -33394.945
- SMILES = CCN(C[C@@H](C)NC(=O)c1ccn(C)c1)C(=O)COC[C@@H](C)N1CCCC1
- HOMO-LUMO gap (eV) = 8.9
- strongest force on any atom (eV/Å) = 0.369
- LUMO (Eh) = 0.0167
- HOMO level (eV) = -8.40

Atoms and positions in Å:
C  0.830  -1.146  -3.783
C  1.001  -1.607  -2.341
N  -0.224  -2.138  -1.768
C  -0.488  -3.557  -1.876
C  0.067  -4.390  -0.695
C  0.426  -5.790  -1.168
N  1.276  -3.799  -0.137
C  1.274  -2.800  0.790
O  0.248  -2.366  1.286
C  2.602  -2.252  1.147
C  2.836  -1.399  2.258
C  4.161  -1.063  2.235
N  4.743  -1.662  1.148
C  6.151  -1.605  0.814
C  3.803  -2.389  0.485
C  -1.168  -1.377  -1.126
O  -2.234  -1.831  -0.775
C  -0.771  0.064  -0.838
O  -1.874  0.751  -0.334
C  -1.528  2.032  0.146
C  -2.774  2.662  0.752
C  -3.262  1.804  1.912
N  -2.475  4.026  1.177
C  -3.579  4.677  1.877
C  -3.163  6.146  1.940
C  -2.245  6.332  0.713
C  -2.178  4.942  0.077
H  1.777  -0.789  -4.192
H  0.476  -1.967  -4.409
H  0.100  -0.338  -3.851
H  1.756  -2.392  -2.289
H  1.381  -0.797  -1.717
H  -1.562  -3.715  -1.953
H  -0.026  -3.909  -2.804
H  -0.679  -4.412  0.100
H  -0.426  -6.265  -1.657
H  1.239  -5.743  -1.899
H  0.737  -6.421  -0.336
H  2.160  -4.207  -0.389
H  2.093  -1.083  2.970
H  4.744  -0.443  2.895
H  6.274  -1.730  -0.260
H  6.551  -0.634  1.097
H  6.712  -2.385  1.330
H  4.063  -2.916  -0.420
H  0.046  0.031  -0.100
H  -0.387  0.556  -1.743
H  -0.749  1.958  0.919
H  -1.132  2.641  -0.675
H  -3.554  2.676  -0.031
H  -3.317  0.764  1.596
H  -2.563  1.879  2.749
H  -4.250  2.109  2.255
H  -4.519  4.568  1.305
H  -3.736  4.241  2.861
H  -4.027  6.809  1.925
H  -2.614  6.341  2.860
H  -2.628  7.071  0.010
H  -1.252  6.657  1.022
H  -1.205  4.736  -0.366
H  -2.938  4.844  -0.719

***

Here is a structure of composition C7H11Cl2F in a non-equilibrium geometry from the Open Molecules 2025 dataset. Energies are from ωB97M-V/def2-TZVPD.

Results
- E_tot (eV) = -35192.740
- HOMO-LUMO gap (spin up / spin down) (eV) = 7.8 / 7.0
- strongest force on any atom (eV/Å) = 6.129
- LUMO (spin up / spin down) (Eh) = 0.0296 / -0.0812
- multiplicity = 3
- HOMO level (spin up / spin down) (eV) = -7.04 / -9.19

Atoms and positions in Å:
C  0.462  -0.113  -0.476
C  -0.436  0.813  -0.041
C  0.400  -2.402  1.399
C  0.413  -0.633  -1.979
C  1.593  -0.691  0.287
C  -1.541  1.449  -0.811
C  -0.568  1.179  1.349
F  -0.824  -1.925  1.041
Cl  0.788  -1.723  2.909
Cl  0.087  2.789  1.767
H  1.361  -0.371  -2.493
H  -0.422  -0.180  -2.356
H  0.545  -1.712  -1.907
H  1.276  -1.849  0.573
H  1.870  -0.213  1.148
H  2.381  -0.940  -0.540
H  -1.261  1.805  -1.849
H  -2.182  2.152  -0.362
H  -2.197  0.654  -1.108
H  -0.175  0.500  1.934
H  -1.572  1.410  1.516

***

Here is an isolated molecule of C16H14BrN3O3S in a non-equilibrium geometry from the Open Molecules 2025 dataset. Energies are from ωB97M-V/def2-TZVPD.

Results
- E_tot (eV) = -108310.868
- SMILES = CCCC(=O)Nc1nc2ccc(NC(=O)c3ccc(Br)o3)cc2s1
- HOMO-LUMO gap (eV) = 8.3
- strongest force on any atom (eV/Å) = 1.368
- LUMO (Eh) = 0.0152
- HOMO level (eV) = -7.88

Atoms and positions in Å:
C  -5.982  -2.121  -1.709
C  -6.406  -1.131  -0.631
C  -5.795  -1.484  0.732
C  -4.288  -1.425  0.691
O  -3.556  -2.387  0.741
N  -3.784  -0.155  0.573
C  -2.443  0.104  0.488
N  -1.971  1.292  0.377
C  -0.606  1.272  0.311
C  0.226  2.381  0.189
C  1.590  2.204  0.136
C  2.149  0.922  0.203
N  3.529  0.704  0.153
C  4.539  1.611  0.044
O  4.416  2.816  -0.035
C  5.873  0.978  0.030
C  7.108  1.567  -0.064
C  8.058  0.524  -0.032
C  7.326  -0.622  0.079
Br  7.854  -2.406  0.180
O  6.010  -0.372  0.118
C  1.332  -0.198  0.324
C  -0.036  -0.018  0.377
S  -1.290  -1.223  0.530
H  -4.901  -2.124  -1.827
H  -6.433  -1.859  -2.663
H  -6.296  -3.128  -1.444
H  -7.493  -1.138  -0.536
H  -6.106  -0.122  -0.924
H  -6.161  -0.792  1.495
H  -6.083  -2.498  1.009
H  -4.393  0.650  0.542
H  -0.208  3.366  0.138
H  2.245  3.053  0.043
H  3.803  -0.268  0.210
H  7.294  2.617  -0.145
H  9.124  0.601  -0.083
H  1.755  -1.191  0.376

***

Here is a cluster of 2 separate species, CH4IP in total in a non-equilibrium geometry from the Open Molecules 2025 dataset. Energies are from ωB97M-V/def2-TZVPD.

Results
- E_tot (eV) = -18489.346
- SMILES = C=P.I
- HOMO-LUMO gap (eV) = 10.0
- strongest force on any atom (eV/Å) = 3.634
- LUMO (Eh) = 0.0010
- HOMO level (eV) = -9.93

Atoms and positions in Å:
C  1.096  -0.612  -0.166
P  1.467  0.993  0.050
H  0.143  -0.911  -0.387
H  1.786  -1.329  -0.002
H  0.204  1.683  -0.386
I  -3.058  0.167  0.129
H  -1.638  0.008  0.761

***

Here is a structure of composition C8H10 in a non-equilibrium geometry from the Open Molecules 2025 dataset. Energies are from ωB97M-V/def2-TZVPD.

Results
- E_tot (eV) = -8452.977
- HOMO-LUMO gap (eV) = 8.6
- strongest force on any atom (eV/Å) = 3.087
- LUMO (Eh) = 0.0328
- HOMO level (eV) = -7.68

Atoms and positions in Å:
C  1.255  -1.242  -0.696
C  0.272  -0.265  0.713
C  1.448  -0.037  -0.076
C  -1.051  0.099  0.523
C  -1.419  -1.313  -0.030
C  0.088  -1.649  0.165
C  2.267  1.200  -0.425
C  -1.925  1.284  0.657
H  1.711  -1.627  -1.631
H  -2.250  -2.001  0.383
H  -1.734  -1.080  -1.031
H  0.286  -2.626  0.651
H  1.757  2.049  0.047
H  2.710  1.248  -1.498
H  3.180  1.135  0.196
H  -2.339  1.535  1.666
H  -2.813  1.017  -0.047
H  -1.445  2.273  0.434

***

Here is an isolated molecule of C5H8N2S in a non-equilibrium geometry from the Open Molecules 2025 dataset. Energies are from ωB97M-V/def2-TZVPD.

Results
- E_tot (eV) = -19127.882
- SMILES = C[C@H]1[C@H]2[C@H](S)C=NN21
- HOMO-LUMO gap (eV) = 9.8
- strongest force on any atom (eV/Å) = 1.001
- LUMO (Eh) = 0.0231
- HOMO level (eV) = -9.13

Atoms and positions in Å:
C  1.838  -0.289  0.689
C  1.171  -0.487  -0.637
C  -0.309  -0.533  -0.848
C  -1.241  0.041  0.212
S  -3.010  -0.012  -0.238
C  -0.742  1.465  0.222
N  0.207  1.727  -0.587
N  0.487  0.588  -1.394
H  1.991  -1.267  1.186
H  2.808  0.180  0.586
H  1.268  0.353  1.370
H  1.734  -1.121  -1.297
H  -0.732  -1.242  -1.593
H  -1.116  -0.421  1.188
H  -3.238  -1.214  0.257
H  -1.116  2.234  0.883